143
Properties=species:S:1:pos:R:3:forces:R:3:lowdin_charge:R:1 method="wB97M-V/def2-TZVPD" multiplicity=1 orbital_gap_ev=9.48 e_lumo_ev=0.335 e_homo_ev=-9.14 total_charge=0 max_force_ev_per_a=4.2 total_energy_ha=-3694.5966
N 0.854931 -4.539358 1.354560 0.210 0.880 -0.139 0.07
C 0.461861 -4.792685 2.583307 -0.439 0.204 0.725 -0.15
C 0.189849 -6.067293 3.045207 0.050 0.830 1.264 -0.07
C 0.387885 -7.134363 2.228005 -1.140 -0.773 -0.466 -0.08
C 0.704854 -6.875164 0.912294 0.550 -0.187 -0.632 -0.05
C 0.966359 -5.566142 0.537781 -0.166 -0.544 -0.687 -0.19
H 0.272310 -3.947547 3.240537 0.186 0.052 -0.090 0.10
H -0.189171 -6.168824 4.055535 0.099 -0.145 -0.036 0.11
H 0.050619 -8.111219 2.554929 0.427 -0.135 -0.064 0.11
H 0.748921 -7.664410 0.170578 0.082 0.029 0.080 0.11
H 1.203661 -5.318107 -0.493574 0.105 -0.166 0.029 0.09
C 3.203380 -3.580626 -5.221816 -0.161 0.211 -0.482 -0.16
O 4.078431 -4.684112 -5.358418 -0.068 -0.126 0.046 -0.12
H 2.166264 -3.897869 -5.070537 0.059 0.085 0.167 0.07
H 3.536152 -2.979734 -4.382342 -0.015 -0.034 0.176 0.06
H 3.231371 -2.944669 -6.119235 -0.031 -0.050 0.112 0.08
H 3.618107 -5.345623 -5.881300 0.148 -0.056 -0.025 0.07
C 4.094579 -4.185219 0.151181 0.269 -0.249 0.714 -0.12
O 5.429075 -4.740792 0.288562 -0.678 0.504 -0.379 -0.13
H 4.157283 -3.168181 -0.222006 0.340 0.037 -0.083 0.07
H 3.456370 -4.750391 -0.532320 0.233 -0.139 0.028 0.07
H 3.626112 -4.135838 1.140561 -0.085 -0.050 -0.214 0.07
H 5.364850 -5.571338 0.767465 -0.045 -0.014 -0.046 0.09
C -4.804598 0.365869 0.017190 1.205 1.095 -0.829 -0.14
O -4.015278 1.370594 -0.643817 -0.350 -0.056 -0.108 -0.13
H -4.781102 0.562999 1.087754 -0.011 0.216 -0.040 0.09
H -5.839688 0.372436 -0.332495 0.110 0.217 -0.029 0.10
H -4.375735 -0.631436 -0.130870 0.744 2.481 -1.029 0.06
H -4.003406 1.081608 -1.563552 0.219 0.310 0.068 0.08
C 6.031001 -3.084014 -2.721923 -0.142 0.815 1.019 -0.20
O 6.257404 -4.430311 -2.449687 0.074 -0.731 0.298 -0.12
H 5.039238 -2.766416 -2.369460 -0.148 -0.013 -0.335 0.05
H 6.725080 -2.433888 -2.157087 0.085 -0.097 -0.397 0.08
H 6.117470 -2.893710 -3.784675 0.056 -0.080 -0.148 0.08
H 6.092728 -4.592712 -1.500275 0.127 0.071 -0.432 0.04
F 2.242421 -1.012503 -1.559599 0.775 -0.568 -0.661 0.06
C 1.200634 -0.459865 -0.945967 0.191 0.983 0.169 -0.33
C 0.845452 -0.957227 0.281900 0.159 -0.884 -0.002 -0.02
C -0.216980 -0.375552 0.915782 -0.779 0.914 0.688 -0.10
C -0.860411 0.730438 0.371128 -0.141 0.255 0.564 -0.08
C -0.411469 1.277958 -0.812839 0.410 0.212 -0.612 -0.07
C 0.645115 0.684356 -1.488657 -0.177 -0.226 -0.030 -0.02
H 1.364587 -1.812641 0.703742 -0.026 0.039 -0.083 0.11
H -0.543219 -0.666964 1.909148 0.191 -0.360 -0.134 0.08
H -1.639291 1.201093 0.961635 -0.095 0.037 -0.285 0.09
H -0.775004 2.192494 -1.271308 -0.449 -0.077 0.385 0.10
H 1.003246 1.118073 -2.415113 0.122 -0.195 0.027 0.11
F 3.512257 -1.525226 6.804761 0.198 -0.208 0.231 0.06
C 2.729551 -0.814334 5.981529 0.048 0.424 -0.343 -0.30
C 1.475937 -0.443779 6.405096 -0.643 -0.758 -0.048 -0.01
C 0.645958 0.221903 5.512113 0.076 0.022 -0.109 -0.08
C 1.102145 0.524626 4.240024 0.117 0.429 -0.396 -0.09
C 2.395335 0.186316 3.845423 -0.281 -0.044 0.179 -0.08
C 3.222002 -0.484404 4.728276 0.356 -0.456 0.195 -0.01
H 1.062625 -0.876587 7.312809 0.270 0.417 0.128 0.12
H -0.368336 0.457917 5.803531 0.001 0.068 0.007 0.10
H 0.483806 1.049052 3.515036 -0.106 -0.084 0.249 0.10
H 2.717434 0.429196 2.841306 0.119 -0.039 0.026 0.10
H 4.220608 -0.844121 4.485356 -0.184 0.255 -0.133 0.12
F -0.049974 8.796829 0.794668 -0.292 -0.659 -0.515 0.04
C -0.482014 7.705448 0.085187 -0.881 0.790 0.241 -0.25
C -1.506373 7.865657 -0.851308 0.913 0.808 0.378 -0.01
C -1.912535 6.764007 -1.564890 0.060 -0.031 -0.473 -0.10
C -1.347566 5.532534 -1.325260 0.446 -0.902 0.083 -0.11
C -0.360359 5.379112 -0.345885 -0.533 -0.238 0.086 -0.07
C 0.036272 6.471805 0.395548 0.424 0.427 0.212 -0.02
H -1.890387 8.854538 -1.074708 0.015 -0.057 0.153 0.12
H -2.598607 6.865278 -2.395908 -0.233 0.084 0.198 0.11
H -1.691156 4.700279 -1.933065 0.186 -0.093 0.208 0.10
H 0.077993 4.429739 -0.056749 -0.196 -0.137 -0.402 0.10
H 0.743732 6.401505 1.213608 0.064 -0.083 -0.151 0.12
F 4.990860 6.024364 -1.168051 0.029 -0.620 0.116 0.04
C 4.710769 4.689266 -1.232024 -0.461 1.039 0.135 -0.27
C 4.993667 4.031663 -2.402180 0.498 1.213 -0.423 -0.03
C 4.653636 2.718211 -2.528554 -0.035 -1.129 -0.044 -0.10
C 4.041493 2.073247 -1.465647 0.200 -0.638 0.071 -0.09
C 3.763453 2.756830 -0.306681 -0.086 -0.672 0.608 -0.09
C 4.071671 4.082731 -0.175207 0.220 0.802 0.337 -0.02
H 5.479264 4.610106 -3.180839 -0.037 -0.209 -0.071 0.13
H 4.905153 2.169700 -3.426447 -0.016 0.028 -0.037 0.11
H 3.864975 1.008663 -1.436760 -0.112 -0.113 -0.494 0.10
H 3.387501 2.209819 0.551555 -0.236 0.085 -0.113 0.11
H 3.857371 4.612586 0.742433 0.060 0.162 -0.064 0.12
F -1.577071 -2.088100 3.942933 -0.028 0.245 0.348 0.03
C -2.301179 -1.280693 4.770702 0.158 -0.116 -0.468 -0.29
C -2.583605 -1.730240 6.040103 -0.545 -0.628 -0.051 -0.02
C -3.409909 -0.967735 6.855728 -0.172 0.657 -0.276 -0.08
C -3.887143 0.257166 6.393868 0.254 0.526 -0.741 -0.08
C -3.513681 0.737624 5.118058 0.627 -0.739 0.748 -0.05
C -2.706573 -0.053262 4.285965 -0.262 0.682 0.629 -0.03
H -2.296132 -2.739834 6.313311 0.216 0.182 0.090 0.12
H -3.690581 -1.291146 7.848144 0.078 -0.192 -0.018 0.11
H -4.515701 0.896568 7.010646 0.144 -0.254 0.006 0.10
H -3.714201 1.764044 4.843858 -0.320 -0.129 -0.155 0.09
H -2.326598 0.350705 3.354064 -0.123 -0.199 -0.054 0.10
F -5.558664 -1.522746 0.593021 -3.217 -2.157 1.671 0.00
C -4.535577 -2.346023 0.499856 0.293 -1.491 -0.370 -0.35
C -3.424729 -2.081345 1.231156 1.102 0.244 1.256 -0.01
C -2.327118 -2.912162 1.105145 0.277 0.088 -0.443 -0.06
C -2.358879 -3.941764 0.186518 0.463 -0.856 0.670 -0.09
C -3.493274 -4.207903 -0.538544 -0.669 0.067 -0.500 -0.07
C -4.597850 -3.380265 -0.404382 -0.404 -0.277 -0.198 0.01
H -3.394413 -1.245713 1.924038 -0.138 -0.105 -0.126 0.11
H -1.412404 -2.719705 1.644327 -0.127 -0.044 0.145 0.07
H -1.532134 -4.639992 0.143645 0.094 0.193 -0.176 0.09
H -3.529664 -5.044228 -1.225087 0.028 0.020 -0.004 0.11
H -5.528460 -3.519594 -0.948772 0.226 -0.100 -0.027 0.12
F -1.238983 -5.487422 -5.173840 0.127 0.441 0.422 0.04
C -1.163990 -4.395001 -4.352524 -0.107 -0.690 -0.889 -0.29
C -0.456564 -4.467178 -3.193006 0.629 -0.374 1.183 -0.03
C -0.416748 -3.359482 -2.355449 -0.035 0.207 -0.107 -0.08
C -1.059924 -2.183787 -2.715821 -0.541 -0.240 0.194 -0.07
C -1.818459 -2.155249 -3.884236 0.244 -0.101 0.427 -0.06
C -1.841039 -3.267337 -4.719979 -0.751 0.772 -0.438 -0.02
H 0.020329 -5.387743 -2.872042 -0.040 -0.007 -0.250 0.12
H 0.046791 -3.431445 -1.378811 0.207 0.038 -0.107 0.08
H -1.094240 -1.355701 -2.014885 0.055 -0.032 -0.164 0.09
H -2.444710 -1.289501 -4.060152 0.134 -0.013 -0.370 0.10
H -2.429542 -3.277104 -5.632351 0.076 0.010 0.102 0.12
F -0.419059 2.514175 -7.687391 0.050 0.097 -0.023 0.05
C 0.282492 2.800135 -6.568156 -0.147 -0.716 -0.221 -0.29
C -0.239390 3.686691 -5.664940 0.283 0.350 0.830 -0.01
C 0.514460 3.939206 -4.516161 0.310 0.396 -0.091 -0.07
C 1.723943 3.288095 -4.263681 -0.646 0.328 -0.085 -0.10
C 2.177952 2.341943 -5.171358 -0.262 -0.074 -0.086 -0.08
C 1.453275 2.104021 -6.338542 0.462 -0.068 0.213 -0.01
H -1.196806 4.164487 -5.808870 0.020 0.056 -0.230 0.12
H 0.223113 4.741441 -3.840727 -0.224 -0.298 -0.008 0.10
H 2.254477 3.562128 -3.360486 0.158 -0.235 -0.094 0.09
H 3.066742 1.755414 -4.972762 0.043 0.125 -0.056 0.10
H 1.810159 1.371006 -7.049881 -0.148 0.043 -0.086 0.12
F -2.350616 2.997133 3.190144 -0.323 0.014 0.352 0.03
C -3.228983 3.973227 2.833497 0.727 0.921 0.997 -0.29
C -3.732520 3.937964 1.581166 -0.991 -0.789 -1.354 -0.03
C -4.503572 4.981741 1.100360 0.183 -0.128 -0.011 -0.06
C -4.744588 6.099340 1.892582 -0.107 -0.054 -1.207 -0.10
C -4.225387 6.136016 3.155577 0.567 -0.544 1.230 -0.09
C -3.471939 5.060062 3.663427 0.142 0.322 -0.102 0.00
H -3.644106 3.048279 0.966288 0.394 0.081 -0.055 0.10
H -4.834612 4.862382 0.076100 -0.282 0.368 0.083 0.11
H -5.267905 6.950028 1.475680 -0.112 -0.025 0.120 0.10
H -4.367776 7.004278 3.788368 -0.023 -0.049 -0.037 0.11
H -3.017144 5.138449 4.646562 -0.071 -0.154 -0.124 0.11